DFT (the ωB97M-V functional and the def2-TZVPD basis) results for one molecule with the formula C4H5Cl2NS at a distorted geometry.

Output
E_LUMO	-0.17	eV
total charge	0
total energy	-41597.99675	eV
M	170.06	g mol⁻¹
Kohn-Sham gap	8.3	eV
SMILES	C[C@]1(Cl)CSN=C1Cl

Last columns: bonded neighbours and bond lengths (Å).
Geometry (Å):
1 N 0.2135 1.6579 -1.5077  C8 1.374, S10 1.601
2 H -1.6336 0.4923 0.6087  C5 1.078
3 H -0.4230 1.3068 1.7631  C5 1.125
4 H -0.7923 -1.4697 -0.5860  C6 1.029
5 C -0.6773 0.9772 0.7184  H2 1.078, H3 1.125, C7 1.522, S10 1.774
6 C -0.1690 -1.3943 0.2293  H4 1.029, C7 1.435, H11 1.033, H12 1.110
7 C 0.3204 -0.0454 0.1934  C5 1.522, C6 1.435, C8 1.498, Cl13 1.985
8 C 0.6676 0.3993 -1.1938  N1 1.374, C7 1.498, Cl9 1.648
9 Cl 1.3585 -0.5626 -2.3394  C8 1.648
10 S -0.7137 2.3521 -0.4028  N1 1.601, C5 1.774
11 H 0.5857 -2.0671 0.0202  C6 1.033
12 H -0.6940 -1.6198 1.1807  C6 1.110
13 Cl 1.9572 -0.0267 1.3160  C7 1.985

Atom charges from the Löwdin analysis, given in e for atoms 1 to 2: atom 1 (N): -0.345, atom 2 (H): 0.077